{"formula": "C30H44BrMnN3P2", "method": "wB97M-V/def2-TZVPD", "elements": ["C", "C", "C", "C", "N", "C", "C", "C", "C", "C", "C", "C", "C", "C", "Mn", "P", "H", "H", "H", "H", "H", "H", "H", "H", "C", "C", "H", "H", "H", "H", "H", "C", "C", "H", "H", "H", "H", "H", "C", "C", "H", "H", "H", "H", "H", "Br", "P", "C", "C", "H", "H", "H", "H", "H", "C", "C", "H", "H", "H", "H", "H", "C", "C", "H", "H", "H", "H", "H", "N", "C", "C", "C", "C", "C", "N", "H", "H", "H", "H", "H", "H"], "coordinates": [[-2.5378, 0.8107, 3.3014], [-2.3088, -0.3182, 2.4631], [-3.3929, -0.9760, 1.8143], [-4.6719, -0.5438, 2.1504], [-4.8624, 0.4732, 2.9857], [-3.8648, 1.1367, 3.5614], [-1.0531, -0.8177, 2.3440], [0.1338, -1.1828, 2.2364], [1.2187, -2.0340, 2.5782], [2.4267, -2.0493, 1.8302], [3.3810, -3.0001, 2.2076], [3.0687, -3.8113, 3.2879], [1.9016, -3.7869, 4.0539], [0.9357, -2.8674, 3.6757], [1.3078, -0.2142, 0.4702], [-0.9277, 1.6694, -0.5295], [-3.2127, -1.8289, 1.1592], [-1.7015, 1.3239, 3.7771], [-5.5304, -1.0606, 1.7147], [-4.0768, 1.9543, 4.2544], [-0.0595, -2.7350, 4.1507], [2.6600, -1.3297, 0.9613], [1.7136, -4.4363, 4.9115], [4.3492, -3.1313, 1.7089], [-0.4302, 2.6852, -2.0436], [-1.4904, 3.3313, -2.9377], [0.1631, 1.9911, -2.6607], [0.2712, 3.4616, -1.6982], [-1.0057, 3.8356, -3.7875], [-2.1800, 2.5963, -3.3703], [-2.0725, 4.1039, -2.4204], [-2.6137, 0.9905, -1.0354], [-3.8906, 1.8326, -0.9453], [-2.7422, 0.1182, -0.3750], [-2.5303, 0.5893, -2.0579], [-4.7569, 1.2438, -1.2856], [-4.1246, 2.1356, 0.0833], [-3.8735, 2.7267, -1.5818], [-1.3993, 2.9929, 0.7062], [-1.9640, 4.3407, 0.2545], [-0.4716, 3.1801, 1.2662], [-2.0895, 2.5304, 1.4264], [-2.1492, 4.9839, 1.1266], [-1.2714, 4.8957, -0.3872], [-2.9278, 4.2567, -0.2599], [4.3810, -5.0404, 3.7317], [0.6565, -1.6602, -1.5707], [-0.4097, -1.2129, -2.9799], [-0.0496, -1.8782, -4.3009], [-0.3667, -0.1150, -3.0673], [-1.4435, -1.4500, -2.6880], [-0.7354, -1.5426, -5.0851], [0.9629, -1.6216, -4.6277], [-0.1319, -2.9692, -4.2542], [2.4008, -1.8286, -2.1137], [2.7851, -3.1891, -2.6592], [3.0273, -1.5897, -1.2381], [2.5975, -1.0339, -2.8497], [3.8412, -3.1851, -2.9489], [2.6622, -3.9795, -1.9121], [2.2057, -3.4552, -3.5478], [0.0748, -3.2174, -0.8026], [-0.4617, -4.2620, -1.7707], [-0.6992, -2.9143, -0.0771], [0.9071, -3.6239, -0.2077], [-0.7833, -5.1485, -1.2126], [-1.3295, -3.8959, -2.3301], [0.3029, -4.5912, -2.4839], [2.7060, 1.9509, -1.3001], [2.7969, 2.3046, 0.0121], [3.6428, 3.3103, 0.4740], [3.6971, 3.5618, 1.8433], [2.8877, 2.8364, 2.7400], [2.0586, 1.8522, 2.2445], [2.0700, 1.5735, 0.9045], [2.1703, 1.1511, -1.6397], [3.2513, 2.4526, -1.9921], [4.2739, 3.8092, -0.2637], [4.3755, 4.3189, 2.2254], [2.9216, 3.0076, 3.8161], [1.4063, 1.2084, 2.8467]], "charge": 2, "relative_energy_ev": 0.000, "s_squared": 8.763, "multiplicity": 6}

---

{"formula": "C25H33AsNO2PS2V", "method": "wB97M-V/def2-TZVPD", "elements": ["V", "C", "C", "O", "P", "S", "S", "O", "C", "C", "H", "H", "H", "H", "H", "H", "H", "H", "H", "H", "N", "C", "C", "C", "C", "C", "C", "C", "C", "C", "C", "C", "C", "H", "H", "H", "H", "H", "H", "H", "H", "H", "H", "C", "As", "C", "C", "C", "C", "C", "C", "C", "C", "H", "H", "H", "H", "H", "H", "H", "H", "H", "H", "H", "H", "H"], "coordinates": [[-0.3070, -0.4500, 0.2468], [1.9882, -2.9199, -3.7684], [1.9727, -3.3392, -2.3154], [0.7612, -2.8575, -1.7063], [0.7021, -2.7774, -0.0753], [-1.2436, -2.6783, 0.3740], [2.0758, -1.4959, 0.5722], [1.2837, -4.2141, 0.3786], [0.5464, -5.4311, 0.1659], [-0.1224, -5.9183, 1.4381], [2.8822, -3.3231, -4.2449], [2.0035, -1.8336, -3.8596], [1.1064, -3.3024, -4.2826], [2.8346, -2.9304, -1.7849], [2.0034, -4.4291, -2.2342], [1.2839, -6.1585, -0.1744], [-0.1896, -5.2866, -0.6305], [0.5923, -5.9134, 2.2615], [-0.4808, -6.9383, 1.2889], [-0.9658, -5.2858, 1.7039], [0.6140, 1.1233, -0.7994], [0.7032, 2.1740, 0.1677], [1.9432, 2.6742, 0.5439], [2.0302, 3.7206, 1.4468], [0.8718, 4.2725, 1.9725], [-0.3655, 3.7649, 1.6049], [-0.4808, 2.7142, 0.6962], [-1.7994, 2.1430, 0.3284], [-2.9042, 2.9898, 0.2110], [-4.1647, 2.4767, -0.0440], [-4.3273, 1.1053, -0.1840], [-3.2227, 0.2669, -0.1012], [-1.9252, 0.7431, 0.1519], [1.5290, 0.8595, -1.1464], [-0.0069, 1.3694, -1.5651], [2.8450, 2.2336, 0.1324], [3.0007, 4.1069, 1.7285], [0.9301, 5.0879, 2.6819], [-1.2661, 4.1745, 2.0448], [-2.7705, 4.0627, 0.3039], [-5.0099, 3.1476, -0.1326], [-5.3128, 0.6943, -0.3714], [-3.3711, -0.8014, -0.2230], [1.0345, 0.7921, 3.5582], [-0.2846, -0.3082, 2.6261], [0.0374, -1.9833, 3.5773], [-1.9478, 0.3537, 3.4961], [-2.4219, -0.5045, 4.6230], [-2.0197, -0.2785, 5.9368], [-2.4671, -1.0913, 6.9680], [-3.3264, -2.1468, 6.7011], [-3.7272, -2.3879, 5.3942], [-3.2784, -1.5750, 4.3660], [0.8762, 0.7345, 4.6344], [0.9478, 1.8255, 3.2259], [2.0268, 0.4162, 3.3119], [0.1610, -1.8051, 4.6446], [0.9415, -2.4343, 3.1716], [-0.7992, -2.6570, 3.4092], [-2.6913, 0.3908, 2.7019], [-1.7449, 1.3741, 3.8233], [-1.3513, 0.5489, 6.1503], [-2.1478, -0.8973, 7.9843], [-3.6867, -2.7730, 7.5070], [-4.3966, -3.2107, 5.1763], [-3.5882, -1.7649, 3.3437]], "charge": 0, "s_squared": 0.787, "multiplicity": 2}

---

{"formula": "C7H12N", "method": "wB97M-V/def2-TZVPD", "elements": ["C", "C", "C", "C", "C", "C", "C", "N", "H", "H", "H", "H", "H", "H", "H", "H", "H", "H", "H", "H"], "coordinates": [[3.1481, 0.6109, -1.2500], [2.7868, -0.0526, -0.2415], [-1.2927, -0.8917, -1.1063], [-1.5407, 0.0324, 0.0934], [-1.6067, 1.5156, -0.1536], [-2.0183, -0.4778, 1.4227], [2.4050, -0.8082, 0.7135], [-0.2341, -0.6943, -0.4410], [3.9323, 1.4197, -1.3654], [-1.5983, -1.5846, -1.8560], [2.5171, 0.3555, -2.1453], [-1.6529, 1.7202, -1.2932], [-0.9021, 1.9641, 0.4448], [-2.6276, 1.7763, 0.0865], [-1.8186, -1.5945, 1.5154], [-3.0644, -0.4443, 1.4008], [-1.7257, 0.1858, 2.1822], [1.3964, -0.5999, 1.2430], [3.1515, -1.5001, 1.1294], [0.7448, -0.9324, -0.3794]], "charge": 1, "relative_energy_ev": 5.436, "multiplicity": 1}

---

{"formula": "C4H9N2OS", "method": "wB97M-V/def2-TZVPD", "elements": ["C", "C", "C", "S", "N", "C", "N", "O", "H", "H", "H", "H", "H", "H", "H", "H", "H"], "coordinates": [[0.8254, 0.3461, 1.6800], [0.8355, 0.6531, 0.1896], [-0.1390, 1.8185, -0.1450], [-1.6670, 1.1718, -0.9400], [0.6643, -0.6058, -0.6345], [-0.3455, -1.5418, -0.4027], [-1.2035, -2.0057, -1.4106], [-0.3898, -2.1873, 0.6389], [1.7483, 0.5254, 2.1958], [0.0863, 0.9406, 2.2219], [0.4607, -0.6724, 1.7924], [1.8453, 0.8974, -0.1887], [0.3021, 2.3548, -0.9613], [-0.3987, 2.3717, 0.7241], [0.6715, -0.2812, -1.5970], [-2.0140, -2.3595, -0.9283], [-1.2818, -1.4257, -2.2347]], "charge": 0, "relative_energy_ev": 0.740, "s_squared": 0.753, "multiplicity": 2}

---

Max |F| list, top to bottom, in eV Å⁻¹: 5.0, 2.2, 4.7, 2.5
E list, top to bottom, in hartree: -5740.9579, -5495.2459, -328.2290, -740.7006